[1]
{
  "formula": "C14H14N4O5S",
  "method": "wB97M-V/def2-TZVPD",
  "e_lumo_ev": -1.1503,
  "gap_ev": 6.9,
  "e_above_lowest_kcal_mol": 438.8,
  "charge": 0,
  "species": ["O", "N", "O", "C", "C", "N", "O", "N", "C", "C", "C", "C", "N", "C", "C", "C", "O", "H", "H", "H", "H", "H", "H", "H", "H", "H", "S", "C", "C", "C", "C", "C", "O", "H", "H", "H", "H", "H"],
  "coordinates": [[3.018, 1.140, -2.344], [2.032, 0.360, -2.632], [1.779, 0.007, -3.826], [1.314, -0.048, -1.445], [1.533, 0.463, -0.100], [2.730, 1.120, 0.403], [2.674, 1.081, 1.826], [1.599, 0.618, 2.063], [1.020, 0.104, 1.051], [-0.172, -0.855, 0.920], [-0.259, -1.203, -0.362], [0.334, -0.753, -1.511], [-0.315, -1.389, -2.645], [-1.144, -2.304, -2.964], [-2.637, -1.423, -2.961], [-3.660, -2.533, -2.483], [-3.644, -3.039, -1.204], [-4.250, -3.567, -0.947], [-3.711, -3.285, -3.469], [-4.565, -1.987, -2.641], [-2.571, -0.645, -2.167], [-2.541, -1.091, -3.802], [-0.946, -2.788, -3.911], [-1.124, -3.143, -2.054], [0.438, -0.817, -3.659], [-1.331, -1.937, -0.482], [-1.231, -1.328, 2.437], [-1.874, 0.378, 2.494], [-1.064, 1.469, 2.699], [-0.410, 2.086, 3.566], [0.316, 3.308, 2.815], [-0.172, 3.280, 1.581], [-0.893, 2.107, 1.342], [0.056, 3.762, 0.814], [0.864, 3.964, 3.412], [-0.182, 1.911, 4.458], [-2.522, 0.328, 3.510], [-2.592, 0.173, 1.930]],
  "forces_ev_per_angstrom": [[-3.04, -2.47, -1.64], [3.70, 2.89, 1.42], [-0.43, 0.11, 2.14], [8.91, 8.04, -0.73], [9.15, 3.61, -0.69], [0.46, -0.11, -2.80], [3.49, 2.99, -6.14], [-5.71, -4.38, 6.65], [-6.35, -3.38, 1.68], [1.80, 1.42, 2.08], [-7.78, -4.38, 3.51], [-11.76, -10.87, -4.87], [12.40, 10.27, -1.80], [-6.25, -4.10, 3.30], [1.55, -7.73, 12.17], [-1.82, 0.62, -5.66], [8.77, 5.97, -1.94], [-6.89, -5.58, 1.93], [0.39, 0.96, 2.89], [-1.40, 0.09, 0.13], [0.25, -0.52, -0.64], [-0.63, 3.63, -9.74], [-0.20, -0.08, -0.17], [-0.65, 1.53, -2.42], [-2.11, -1.79, 3.28], [3.47, 2.04, -0.02], [2.58, 0.32, -2.18], [0.84, -3.34, 9.29], [-0.82, 1.37, -7.53], [2.97, 6.60, -5.01], [-2.95, -3.20, 1.94], [-1.40, -6.13, 5.86], [-0.09, 1.26, 2.31], [1.66, 4.39, -6.59], [0.92, 1.18, 0.21], [1.37, -1.65, 7.43], [1.36, -0.19, -1.64], [-5.78, 0.62, -6.04]],
  "mulliken_charge": [-0.5672, 0.9305, -0.6723, -0.8321, 1.4399, -0.4980, -0.1445, -0.2393, 0.1520, -1.1554, 0.4087, 1.2116, -0.2013, -0.8605, -0.9532, -0.5166, -0.3890, 0.2303, 0.2168, 0.4055, 0.2995, 0.8908, 0.3921, 0.3222, 0.3952, -0.1918, -0.1245, -1.2022, 0.2778, -0.4128, -0.4613, -0.7109, -0.3976, 0.7417, 0.4753, 0.7863, 0.3544, 0.5998]
}


[2]
{
  "formula": "C14H15Cl4NO2",
  "method": "wB97M-V/def2-TZVPD",
  "e_lumo_ev": -0.5626,
  "gap_ev": 8.8,
  "e_above_lowest_kcal_mol": 0.0,
  "charge": 0,
  "smiles": "C[N+](=O)[O-].ClC(Cl)(Cl)Cl.c1ccccc1.c1ccccc1",
  "species": ["C", "Cl", "Cl", "Cl", "Cl", "C", "N", "O", "O", "H", "H", "H", "C", "C", "C", "C", "C", "C", "H", "H", "H", "H", "H", "H", "C", "C", "C", "C", "C", "C", "H", "H", "H", "H", "H", "H"],
  "coordinates": [[18.180, -29.685, -14.873], [19.408, -29.851, -13.576], [17.239, -28.109, -14.736], [19.009, -29.873, -16.491], [17.056, -31.055, -14.622], [17.174, -24.714, -15.310], [16.479, -23.935, -14.267], [16.810, -24.168, -13.119], [15.649, -23.132, -14.684], [16.400, -25.382, -15.687], [17.926, -25.333, -14.820], [17.577, -24.008, -16.037], [20.707, -27.691, -19.237], [21.994, -27.571, -18.797], [22.935, -26.839, -19.600], [22.571, -26.449, -20.881], [21.272, -26.688, -21.367], [20.369, -27.238, -20.480], [19.975, -28.190, -18.620], [22.239, -27.998, -17.836], [23.930, -26.711, -19.200], [23.268, -25.955, -21.541], [21.201, -26.399, -22.405], [19.371, -27.577, -20.716], [14.105, -27.997, -20.105], [15.322, -28.391, -20.626], [16.364, -28.735, -19.670], [16.138, -28.659, -18.254], [14.870, -28.285, -17.847], [13.851, -27.962, -18.729], [13.310, -27.859, -20.823], [15.470, -28.600, -21.675], [17.322, -29.129, -19.977], [16.953, -28.902, -17.589], [14.764, -28.233, -16.774], [12.905, -27.606, -18.348]],
  "forces_ev_per_angstrom": [[-0.03, -0.39, 0.18], [-0.42, 0.62, -0.65], [1.06, -1.40, -0.23], [-0.59, 0.36, 1.26], [0.15, 0.64, -0.43], [0.05, -0.63, 0.17], [0.09, 0.47, -0.38], [-0.74, 0.57, -0.16], [0.59, -0.60, 1.07], [0.13, 0.23, -0.55], [0.08, 0.36, -0.15], [-0.20, -0.33, -0.04], [0.58, -0.20, 0.70], [1.35, 1.28, -0.46], [-1.00, -1.39, 0.85], [-0.34, -0.06, 0.44], [1.59, 0.40, 0.75], [-1.42, -0.78, -1.38], [-0.13, -0.01, -0.04], [0.40, 0.17, 0.09], [0.13, 0.16, -0.19], [0.22, 0.01, 0.08], [-1.11, -0.19, -0.01], [-0.30, 0.65, -0.82], [-0.46, -0.45, -0.16], [1.97, -1.14, 2.53], [-1.44, 0.38, 0.48], [-0.07, 0.04, -3.29], [0.40, 0.16, 0.89], [0.65, 0.34, -0.40], [-0.26, 0.36, 0.12], [0.03, 0.32, -0.06], [0.09, 0.11, -0.38], [-0.31, 0.04, 0.09], [-0.61, 0.09, 0.16], [-0.14, -0.18, -0.05]],
  "mulliken_charge": [0.3120, -0.0938, -0.0789, -0.1329, -0.0830, -0.6316, 0.9035, -0.5234, -0.5224, 0.2023, 0.2943, 0.2862, 0.1408, -0.2854, -0.5007, -0.2691, -0.4535, -0.3387, 0.0704, 0.3713, 0.3468, 0.3511, 0.3538, 0.2439, -0.1453, -0.7020, -0.1568, 0.4842, -0.1019, -0.6762, 0.3277, 0.3702, 0.3773, -0.4431, 0.3338, 0.3688]
}


[3]
{
  "formula": "C14H15FN2O3",
  "method": "wB97M-V/def2-TZVPD",
  "e_lumo_ev": 0.2126,
  "gap_ev": 8.2,
  "e_above_lowest_kcal_mol": 0.0,
  "charge": 0,
  "smiles": "O=C(O)/C=C/C(=O)N1CCN(c2ccccc2F)CC1",
  "species": ["O", "C", "O", "H", "C", "C", "C", "O", "N", "C", "C", "N", "C", "C", "C", "C", "C", "C", "H", "H", "H", "H", "F", "C", "C", "H", "H", "H", "H", "H", "H", "H", "H", "H", "H"],
  "coordinates": [[5.166, 1.865, -0.445], [5.234, 0.934, 0.319], [6.274, 0.749, 1.142], [6.937, 1.444, 1.012], [4.209, -0.114, 0.480], [3.137, -0.141, -0.307], [2.102, -1.217, -0.241], [2.396, -2.385, -0.411], [0.841, -0.804, 0.003], [0.424, 0.562, 0.199], [-0.548, 0.969, -0.926], [-1.676, 0.066, -0.959], [-2.867, 0.414, -0.346], [-3.642, -0.435, 0.453], [-4.856, -0.056, 0.992], [-5.347, 1.216, 0.765], [-4.608, 2.087, -0.018], [-3.405, 1.692, -0.564], [-2.869, 2.379, -1.200], [-4.977, 3.081, -0.217], [-6.291, 1.518, 1.190], [-5.391, -0.768, 1.600], [-3.214, -1.691, 0.761], [-1.245, -1.304, -1.132], [-0.263, -1.741, -0.036], [-0.763, -1.755, 0.937], [0.140, -2.731, -0.248], [-0.731, -1.361, -2.100], [-2.102, -1.972, -1.166], [-0.879, 1.992, -0.758], [-0.027, 0.916, -1.889], [1.289, 1.225, 0.222], [-0.099, 0.636, 1.162], [3.046, 0.596, -1.096], [4.378, -0.839, 1.261]],
  "forces_ev_per_angstrom": [[0.00, -0.05, -0.02], [-0.01, 0.59, -0.40], [0.32, -0.32, 0.42], [-0.28, 0.02, -0.18], [-0.36, -0.16, -0.05], [0.58, 0.01, 0.01], [0.06, -0.01, 0.19], [0.21, -0.20, -0.05], [-0.23, -0.02, 0.06], [-0.11, 0.41, -0.23], [0.25, 0.15, 0.37], [0.17, -0.12, -0.22], [-0.43, 0.02, 0.10], [-0.03, 0.06, 0.05], [0.06, 0.02, -0.05], [-0.01, -0.05, 0.01], [-0.02, 0.08, 0.05], [-0.03, -0.07, 0.08], [0.06, 0.02, -0.09], [-0.03, 0.09, -0.03], [-0.10, 0.02, 0.04], [-0.03, -0.09, 0.06], [0.06, 0.15, -0.06], [0.05, -0.34, 0.14], [-0.17, -0.36, -0.26], [0.01, 0.00, -0.06], [-0.05, 0.09, 0.06], [0.00, -0.06, 0.06], [0.06, 0.06, -0.04], [0.02, -0.04, -0.06], [0.02, 0.08, 0.04], [-0.07, -0.01, 0.05], [0.07, 0.06, -0.05], [0.02, 0.14, 0.03], [-0.07, -0.16, 0.04]],
  "mulliken_charge": [-0.5740, 0.4656, -0.4404, 0.3490, -0.3344, -0.5495, 0.8033, -0.6372, 0.0920, -0.8804, -0.8107, 0.0814, 0.4225, 0.5320, -0.5946, -0.4294, -0.7013, -0.4114, 0.4424, 0.3791, 0.3791, 0.4342, -0.3317, -1.0078, -0.7273, 0.3579, 0.3825, 0.3491, 0.5149, 0.4422, 0.2884, 0.5587, 0.2217, 0.5183, 0.4160]
}